<1>
{"formula": "C3H5N3O4", "method": "wB97M-V/def2-TZVPD", "species": ["O", "O", "O", "O", "N", "N", "N", "C", "C", "C", "H", "H", "H", "H", "H"], "xyz": [[0.95273, 2.35539, -0.60069], [-1.17937, -2.93960, -1.21883], [0.66485, -2.01969, -0.54786], [-0.98480, 1.82935, 0.18618], [-1.30588, -1.13928, -0.01893], [0.26940, 1.68429, 0.10315], [-0.52838, -2.09482, -0.72775], [0.88260, 0.78332, 0.99659], [2.20605, 0.48582, 0.71894], [-1.98745, -0.18500, -0.46636], [2.57454, 0.58650, -0.23517], [0.30144, 0.32073, 1.72508], [2.76065, -0.29808, 1.25027], [-2.66239, 0.32168, 0.21352], [-1.96398, 0.30938, -1.37815]], "nbo_charge": [-0.33, -0.34, -0.40, -0.44, -0.34, 0.49, 0.64, -0.12, -0.24, 0.02, 0.21, 0.24, 0.22, 0.20, 0.18], "gap_ev": 9.323, "smiles": "C=C[N+](=O)[O-].C=N[N+](=O)[O-]", "lumo_energy_ev": -1.31}

---

<2>
{"formula": "C3H5N3O4", "method": "wB97M-V/def2-TZVPD", "species": ["O", "O", "O", "O", "N", "N", "N", "C", "C", "C", "H", "H", "H", "H", "H"], "xyz": [[-4.11586, -1.38806, 1.57293], [-2.22423, 1.80233, 2.33121], [-2.78964, -1.98301, 0.00064], [0.19017, -0.27996, 0.41271], [-2.75370, 0.77095, 2.08936], [-0.97196, 0.65513, -1.33361], [-3.12269, -1.24607, 0.89372], [-0.75641, 0.19704, -0.21918], [1.53754, -0.24209, -0.03100], [-2.36404, -0.09960, 1.19379], [-3.52928, 0.38897, 2.63814], [1.49076, -0.98582, -0.94705], [-2.01975, 0.53689, -1.32185], [2.10861, -0.52432, 0.74437], [1.99297, 0.73163, -0.41929]], "nbo_charge": [-0.43, -0.40, -0.37, -0.48, 0.01, -0.70, 0.47, 0.74, -0.25, 0.03, 0.37, 0.20, 0.40, 0.20, 0.21], "gap_ev": [8.890, 8.891], "lumo_energy_ev": [-0.76, -0.76]}

---

Stability ranking, top entry: <1>; the second entry is 4.7 kcal/mol less favorable.

---

<1>
{"formula": "C3H14N2O2", "method": "wB97M-V/def2-TZVPD", "species": ["O", "O", "N", "N", "C", "C", "C", "H", "H", "H", "H", "H", "H", "H", "H", "H", "H", "H", "H", "H", "H"], "xyz": [[-2.61239, -0.52075, 0.24329], [-1.21204, 0.96577, -1.75031], [1.87672, 0.42857, -1.97293], [-0.51107, -1.21393, 1.94864], [0.36319, -0.12418, 1.45484], [1.58590, 0.73474, -0.57597], [0.84261, -0.43233, 0.05195], [-1.86197, 1.42482, -2.29331], [1.21941, 0.03685, 2.11281], [-0.01641, -0.67580, -0.57623], [-3.48006, -0.59410, 0.65451], [1.48735, -1.31521, 0.05031], [-1.97200, -0.84567, 0.92148], [0.99755, 0.38346, -2.47530], [-0.23585, 0.78807, 1.45016], [0.98154, 1.64105, -0.45853], [-0.60822, -1.14438, 2.95442], [2.53075, 0.89845, -0.04558], [-0.03958, -2.10325, 1.79757], [-1.74383, 0.48189, -1.09193], [2.40839, 1.18593, -2.39991]], "nbo_charge": [-1.01, -0.99, -0.84, -0.85, -0.22, -0.21, -0.42, 0.47, 0.17, 0.22, 0.48, 0.20, 0.50, 0.37, 0.19, 0.17, 0.36, 0.18, 0.36, 0.51, 0.35], "gap_ev": 9.673, "smiles": "NCCCN.O.O", "lumo_energy_ev": 0.82}

---

<2>
{"formula": "C3H14N2O2", "method": "wB97M-V/def2-TZVPD", "species": ["O", "O", "N", "N", "C", "C", "C", "H", "H", "H", "H", "H", "H", "H", "H", "H", "H", "H", "H", "H", "H"], "xyz": [[-0.78100, 5.76275, 0.34962], [-0.61248, -6.14424, -1.15891], [1.77311, -0.77004, -0.84644], [-0.71678, 1.54439, 0.64294], [0.91498, -0.20460, 0.22614], [-0.04291, 0.79555, -0.39130], [0.21005, -1.34682, 0.96816], [2.73531, -0.77850, -0.51412], [-0.82032, -1.46786, 0.63446], [1.73840, -0.18737, -1.67216], [-0.99885, -5.82816, -0.33447], [-1.07688, -5.62871, -1.82945], [0.77636, -2.25386, 0.71939], [1.58712, 0.37561, 0.87122], [-0.68019, 0.22404, -1.08855], [0.61735, 1.45398, -0.95824], [-1.45020, 5.85698, 1.02935], [-1.18907, 0.98663, 1.32769], [-0.93854, 6.45350, -0.31695], [-1.26306, 2.33136, 0.30175], [0.21760, -1.17463, 2.03987]], "nbo_charge": [-0.94, -0.93, -0.85, -0.86, -0.05, -0.21, -0.63, 0.36, 0.20, 0.35, 0.47, 0.47, 0.23, 0.18, 0.16, 0.19, 0.47, 0.36, 0.47, 0.37, 0.21], "gap_ev": 9.708, "smiles": "C[C@@H](N)CN.O.O", "lumo_energy_ev": 0.82}

---

Stability ranking, top entry: <1>; the second entry is 21.3 kcal/mol less favorable.

---

<1>
{"formula": "C3H14N2O2", "method": "wB97M-V/def2-TZVPD", "species": ["O", "O", "N", "N", "C", "C", "C", "H", "H", "H", "H", "H", "H", "H", "H", "H", "H", "H", "H", "H", "H"], "xyz": [[2.07740, -0.46725, -4.15695], [2.56951, 3.04414, 0.75931], [-1.42446, 0.01693, -0.15500], [0.18894, 0.97021, 1.60528], [-0.17204, 0.70513, 0.19941], [-1.37517, -2.11618, 1.29089], [-1.54026, -1.44539, -0.09070], [-0.59967, -2.83936, 1.30115], [2.31979, -1.38672, -4.24478], [-2.19912, 0.39860, 0.36896], [-0.19449, 1.86464, 1.87718], [2.30880, 3.96509, 0.85785], [-0.78623, -1.82429, -0.77958], [2.74317, 0.09567, -3.76377], [0.59957, 0.07425, -0.23639], [-0.31719, 1.66345, -0.30637], [-0.30808, 0.29022, 2.17178], [1.96708, 2.65673, 0.11979], [-1.04121, -1.41812, 2.04099], [-2.54597, -1.62854, -0.45308], [-2.27037, -2.61920, 1.59401]], "nbo_charge": [-0.96, -0.93, -0.63, -0.83, -0.07, -0.64, -0.22, 0.21, 0.48, 0.34, 0.35, 0.47, 0.19, 0.48, 0.17, 0.18, 0.35, 0.47, 0.19, 0.20, 0.21], "gap_ev": 9.383, "smiles": "CCNCN.O.O", "lumo_energy_ev": 0.78}

---

<2>
{"formula": "C3H14N2O2", "method": "wB97M-V/def2-TZVPD", "species": ["O", "O", "N", "N", "C", "C", "C", "H", "H", "H", "H", "H", "H", "H", "H", "H", "H", "H", "H", "H", "H"], "xyz": [[3.74962, 1.60752, 2.07957], [-0.98899, 3.85114, -4.34934], [-1.75719, -1.24856, 1.92380], [-0.64769, -0.08697, -1.01110], [0.42296, -0.47931, -0.02553], [-1.26606, -2.27103, 1.04389], [0.17183, -1.93357, 0.39985], [-1.36914, 4.55220, -4.74389], [3.55391, 2.16384, 1.24672], [0.39306, -2.68981, -0.34278], [-1.94805, -2.35449, 0.06684], [-1.15076, 0.74437, -0.80478], [-1.58216, -0.24050, 1.43941], [-0.06914, 3.96966, -4.36050], [3.26296, 2.14896, 2.74146], [1.05262, -1.96017, 1.22767], [1.53088, -0.46664, -0.52512], [0.53421, 0.16433, 0.90285], [-1.62274, -1.19819, 2.93660], [-1.13418, -0.89301, -1.25173], [-1.13594, -3.37980, 1.40610]], "nbo_charge": [-0.93, -0.92, -0.89, -0.87, -0.24, -0.22, -0.43, 0.46, 0.47, 0.20, 0.16, 0.37, 0.37, 0.47, 0.47, 0.20, 0.18, 0.19, 0.39, 0.36, 0.21], "gap_ev": 9.370, "smiles": "NCCCN.O.O", "lumo_energy_ev": 0.68}

---

Stability ranking, top entry: <1>; the second entry is 30.9 kcal/mol less favorable.

---

<1>
{"formula": "C4H5BO2", "method": "wB97M-V/def2-TZVPD", "species": ["O", "O", "C", "C", "C", "C", "B", "H", "H", "H", "H", "H"], "xyz": [[-1.01877, -2.12116, 0.00956], [-2.72809, 1.01507, -0.08398], [0.25182, 1.34805, 0.02385], [-0.44915, -1.05635, 0.03718], [1.34101, 0.55709, -0.00619], [1.08043, -0.91493, 0.02933], [-0.96361, 0.44862, 0.04411], [1.51120, -1.37606, 0.91950], [1.50369, -1.42961, -0.83556], [2.35953, 0.91652, -0.05400], [-3.21437, 0.19054, -0.09343], [0.32634, 2.42222, 0.00962]], "nbo_charge": [-0.47, -0.90, -0.63, 0.27, -0.01, -0.57, 0.90, 0.24, 0.24, 0.21, 0.47, 0.24], "gap_ev": 8.651, "smiles": "O=C1CC=CB1O", "lumo_energy_ev": -1.10}

---

<2>
{"formula": "C4H5BO2", "method": "wB97M-V/def2-TZVPD", "species": ["O", "O", "C", "C", "C", "C", "B", "H", "H", "H", "H", "H"], "xyz": [[-2.56836, 1.29728, 0.08827], [-1.88831, -1.91563, -0.08421], [-1.12784, -0.97586, -0.00486], [0.00050, 1.23482, -0.16899], [0.89493, 0.28533, 0.05769], [0.41252, -1.14366, 0.07997], [-1.41021, 0.61095, -0.09203], [0.90108, -1.59071, -0.83304], [0.59507, -1.62847, 0.94076], [-3.24399, 0.79953, 0.40257], [0.40112, 2.20209, -0.12252], [2.00246, 0.28802, 0.20699]], "nbo_charge": [-0.82, -0.50, 0.33, -0.56, -0.05, -0.56, 0.80, 0.23, 0.22, 0.49, 0.23, 0.20], "gap_ev": 9.011, "smiles": "O=C1CC=CB1O", "lumo_energy_ev": -0.07}

---

Stability ranking, top entry: <2>; the second entry is 36.4 kcal/mol less favorable.

---

<1>
{"formula": "C3H7O3", "method": "wB97M-V/def2-TZVPD", "species": ["O", "O", "O", "C", "C", "C", "H", "H", "H", "H", "H", "H", "H"], "xyz": [[-2.12886, 0.12291, 1.14783], [-0.12329, 1.00381, -1.41880], [1.30602, 0.64904, -3.15737], [0.77922, 0.41875, -2.05480], [1.41245, -0.81394, -1.28158], [-1.17951, 0.33006, 2.19629], [0.78210, -1.17741, -0.45793], [-1.94031, 0.79855, 0.48813], [-1.59056, 1.02414, 2.93015], [-0.20665, 0.57648, 1.77630], [-0.96171, -0.64774, 2.63659], [1.45727, -1.68148, -1.95049], [2.39382, -0.60316, -0.85432]], "nbo_charge": [-0.74, -0.81, -0.78, 0.78, -0.75, -0.26, 0.18, 0.49, 0.15, 0.19, 0.16, 0.19, 0.19], "gap_ev": 7.741, "total_charge": -1, "lumo_energy_ev": 3.78}

---

<2>
{"formula": "C3H7O3", "method": "wB97M-V/def2-TZVPD", "species": ["O", "O", "O", "C", "C", "C", "H", "H", "H", "H", "H", "H", "H"], "xyz": [[1.64435, 0.66719, -0.13301], [-1.22672, 0.90881, -0.26705], [-2.53733, -0.75687, -0.49511], [2.06322, 0.21721, -1.47775], [-1.73787, -0.11766, 0.20054], [-1.36889, -0.50084, 1.58447], [3.09181, 0.47979, -1.54773], [-1.06047, 0.43975, 2.22916], [1.47996, 0.77443, -2.17792], [0.65027, 0.94100, -0.03019], [-2.20684, -0.92343, 2.06541], [1.83530, -0.84856, -1.38064], [-0.62679, -1.28081, 1.42983]], "nbo_charge": [-0.83, -0.82, -0.77, -0.25, 0.74, -0.72, 0.16, 0.20, 0.18, 0.53, 0.20, 0.18, 0.22], "gap_ev": 7.848, "total_charge": -1, "lumo_energy_ev": 4.07}

---

<3>
{"formula": "C3H7O3", "method": "wB97M-V/def2-TZVPD", "species": ["O", "O", "O", "C", "C", "C", "H", "H", "H", "H", "H", "H", "H"], "xyz": [[-0.57221, -0.61014, -2.35129], [0.74972, -0.62338, 1.09122], [-0.85147, 0.64806, 0.13521], [-0.19343, 0.19087, 1.10547], [-0.62341, 0.73786, 2.49101], [0.84677, -0.73704, -2.32098], [-0.46056, 1.81976, 2.54904], [-1.68737, 0.57100, 2.63256], [1.11119, -1.40265, -1.50717], [1.13279, -1.15756, -3.29048], [1.35440, 0.21571, -2.16272], [0.06136, 0.36138, 3.25611], [-0.86779, -0.01387, -1.62798]], "nbo_charge": [-0.79, -0.77, -0.82, 0.77, -0.74, -0.24, 0.19, 0.20, 0.19, 0.14, 0.16, 0.20, 0.52], "gap_ev": 8.668, "total_charge": -1, "lumo_energy_ev": 4.33}

---

Stability ranking, top entry: <3>; the second entry is 10.4 kcal/mol less favorable.

---

<1>
{"formula": "C3H10N4O", "method": "wB97M-V/def2-TZVPD", "species": ["O", "N", "N", "N", "N", "C", "C", "C", "H", "H", "H", "H", "H", "H", "H", "H", "H", "H"], "xyz": [[-1.41198, 1.29239, 1.12539], [-0.64848, -1.18091, 1.50427], [0.01098, -0.38274, -1.83013], [1.55943, -0.87922, 0.42001], [-0.44066, -1.19752, -0.80417], [0.11601, -0.73464, 0.52174], [-0.11227, 1.22207, 0.66656], [-0.34514, 0.87951, -1.83218], [0.08052, 2.08011, 0.02084], [-1.45331, -1.14078, -0.74086], [-1.55031, 0.38796, 1.53116], [-1.31471, 1.13902, -1.43036], [-0.10753, -1.45962, 2.31599], [0.94730, -0.62812, -2.12830], [1.80352, -1.86241, 0.50633], [0.65541, 1.26376, 1.45049], [0.19283, 1.57474, -2.46398], [2.01840, -0.37359, 1.16719]], "nbo_charge": [-0.76, -0.93, -0.31, -0.91, -0.48, 0.47, -0.20, -0.01, 0.16, 0.38, 0.50, 0.23, 0.35, 0.41, 0.37, 0.15, 0.21, 0.37], "gap_ev": [6.810, 6.813], "lumo_energy_ev": [-0.40, -0.40]}

---

<2>
{"formula": "C3H10N4O", "method": "wB97M-V/def2-TZVPD", "species": ["O", "N", "N", "N", "N", "C", "C", "C", "H", "H", "H", "H", "H", "H", "H", "H", "H", "H"], "xyz": [[1.74547, -0.87841, 0.94212], [-0.49097, -0.24097, 1.21112], [0.19758, -0.09100, -0.75742], [-0.97848, -0.72485, -0.06799], [0.87886, -0.85433, -1.67450], [0.80503, 0.07343, 0.58891], [-2.23474, -0.16371, -0.49659], [1.39178, 1.45436, 0.80344], [2.31655, 1.52161, 0.23928], [1.08194, -1.80372, -1.35726], [-2.23769, 0.93451, -0.47232], [0.69876, 2.21367, 0.45310], [-3.01525, -0.54869, 0.15844], [1.28315, -1.70789, 1.11817], [0.36449, -0.87549, -2.54712], [-0.98716, 0.59813, 1.51326], [1.60275, 1.59250, 1.86016], [-2.42208, -0.49916, -1.51481]], "nbo_charge": [-0.71, -0.50, -0.19, -0.18, -0.64, 0.50, -0.44, -0.64, 0.24, 0.34, 0.17, 0.22, 0.21, 0.48, 0.36, 0.34, 0.22, 0.21], "gap_ev": 9.179, "smiles": "CN1N[C@@](C)(O)N1N", "lumo_energy_ev": 1.04}

---

Stability ranking, top entry: <2>; the second entry is 45.9 kcal/mol less favorable.